#1
{
  "formula": "C44H39N5O5SiTb",
  "method": "ωB97M-V/def2-TZVPD",
  "species": ["Tb", "Si", "O", "O", "O", "O", "O", "N", "N", "N", "N", "N", "C", "C", "C", "C", "C", "C", "C", "C", "C", "C", "C", "C", "C", "C", "C", "C", "C", "C", "C", "C", "C", "C", "C", "C", "C", "C", "C", "C", "C", "C", "C", "C", "C", "C", "C", "C", "C", "C", "C", "C", "C", "C", "C", "C", "H", "H", "H", "H", "H", "H", "H", "H", "H", "H", "H", "H", "H", "H", "H", "H", "H", "H", "H", "H", "H", "H", "H", "H", "H", "H", "H", "H", "H", "H", "H", "H", "H", "H", "H", "H", "H", "H", "H"],
  "xyz": [[-0.08, -0.20, -0.35], [2.13, 0.05, -3.19], [-0.71, -2.42, -0.01], [5.25, -6.01, -1.42], [3.63, -7.43, -1.63], [0.74, -1.46, 1.32], [1.49, 0.31, -1.71], [-1.08, 1.99, -1.29], [-2.48, -0.60, -1.14], [1.35, 1.15, 1.27], [4.08, -6.34, -1.33], [-1.33, 1.36, 1.37], [-1.17, 2.77, 0.99], [6.13, 0.12, -2.11], [-2.12, 4.35, -2.30], [0.41, -2.45, 0.59], [4.64, 0.69, -4.39], [3.60, -4.05, -0.50], [4.74, 0.01, -2.09], [-1.96, 4.18, -0.94], [0.46, 0.57, -5.46], [1.01, -4.44, -3.97], [1.73, -1.74, -3.59], [2.72, -3.13, 0.02], [1.07, 3.28, -5.58], [-3.11, -0.43, 1.22], [6.03, 0.80, -4.42], [0.66, -2.32, -2.91], [0.15, 2.74, -6.48], [0.85, 1.19, 2.51], [1.85, -5.77, -0.44], [-4.73, -1.13, -0.58], [1.39, -3.50, 0.27], [-1.43, 2.99, -0.47], [-0.65, 1.11, 2.65], [-1.24, 2.16, -2.60], [-1.75, 3.32, -3.16], [1.66, 2.47, -4.61], [6.77, 0.52, -3.27], [-0.15, 1.38, -6.41], [-2.76, -0.89, -2.41], [-2.78, 1.04, 1.48], [2.45, -2.56, -4.47], [0.29, -3.65, -3.08], [-4.00, -1.30, -2.84], [0.97, -4.84, 0.04], [2.68, 1.21, 1.10], [3.55, 1.30, 2.16], [3.03, 1.31, 3.45], [3.14, -5.36, -0.73], [-5.01, -1.41, -1.90], [1.66, 1.27, 3.63], [-3.45, -0.73, -0.22], [1.36, 1.10, -4.53], [2.09, -3.89, -4.66], [3.97, 0.30, -3.23], [-3.95, -0.73, 1.84], [-4.16, -1.53, -3.89], [-1.94, -0.78, -3.12], [-0.93, 1.35, -3.24], [-0.97, 1.83, 3.41], [0.10, -1.71, -2.23], [-0.06, -5.11, 0.23], [-3.30, 1.66, 0.75], [4.08, 0.92, -5.29], [-0.54, -4.06, -2.52], [1.56, -6.79, -0.64], [-2.53, 5.27, -2.70], [-3.13, 1.34, 2.47], [-5.49, -1.21, 0.18], [3.02, 1.18, 0.07], [-0.92, 0.11, 3.00], [-1.85, 3.40, -4.23], [6.53, 1.11, -5.32], [-0.14, 3.07, 1.20], [-6.00, -1.73, -2.20], [-0.30, 3.36, -7.23], [1.22, 1.29, 4.62], [4.62, 1.34, 1.98], [2.66, -4.51, -5.34], [0.22, -0.49, -5.43], [7.85, 0.61, -3.29], [1.32, 4.33, -5.63], [2.37, 2.92, -3.92], [3.69, 1.37, 4.31], [0.75, -5.48, -4.11], [-2.27, -1.07, 1.53], [6.70, -0.11, -1.22], [-0.84, 0.95, -7.13], [4.25, -0.31, -1.17], [3.31, -2.15, -5.00], [4.62, -3.79, -0.75], [3.04, -2.11, 0.20], [-2.25, 4.95, -0.24], [-1.82, 3.41, 1.60]],
  "lumo_ev": [-2.67, -2.68],
  "s_squared": 12.68,
  "charge": 1,
  "spin_multiplicity": 7
}

#2
{
  "formula": "C44H39N5O5SiTb",
  "method": "ωB97M-V/def2-TZVPD",
  "species": ["Tb", "Si", "O", "O", "O", "O", "O", "N", "N", "N", "N", "N", "C", "C", "C", "C", "C", "C", "C", "C", "C", "C", "C", "C", "C", "C", "C", "C", "C", "C", "C", "C", "C", "C", "C", "C", "C", "C", "C", "C", "C", "C", "C", "C", "C", "C", "C", "C", "C", "C", "C", "C", "C", "C", "C", "C", "H", "H", "H", "H", "H", "H", "H", "H", "H", "H", "H", "H", "H", "H", "H", "H", "H", "H", "H", "H", "H", "H", "H", "H", "H", "H", "H", "H", "H", "H", "H", "H", "H", "H", "H", "H", "H", "H", "H"],
  "xyz": [[-1.08, 0.17, -0.67], [1.42, -1.61, 1.26], [0.06, -1.99, -4.04], [4.88, 2.57, -1.36], [6.00, 0.85, -1.99], [0.12, -1.20, 0.46], [-0.95, -1.20, -2.22], [-2.22, 0.02, 1.64], [-3.51, 1.16, -1.24], [-1.62, 2.65, 0.15], [-1.86, 0.96, -3.42], [4.96, 1.44, -1.79], [-3.40, 2.60, -1.53], [3.63, 2.53, 1.85], [0.57, -3.58, 3.17], [-4.47, 0.96, -0.15], [2.20, -3.36, -0.85], [2.56, -1.15, -2.96], [-3.52, -0.08, -4.80], [2.38, 2.45, 1.26], [4.22, -4.66, -0.95], [3.75, -0.52, -2.66], [2.52, 1.41, -1.88], [-1.75, 5.43, 0.34], [3.64, 0.14, 2.10], [-1.40, 0.48, -5.73], [1.05, -1.46, 4.13], [1.33, 0.76, -2.15], [-1.48, 0.18, 2.74], [0.98, -2.26, 3.00], [-2.54, 4.74, -0.56], [-0.95, 4.70, 1.21], [2.39, 0.03, 1.50], [0.04, -1.33, -3.02], [-2.66, -0.08, -5.89], [1.33, -0.54, -2.67], [-4.13, -0.33, 3.04], [2.56, -2.84, 0.39], [4.26, 1.37, 2.27], [-4.30, -0.42, 0.52], [-3.36, -0.13, 4.18], [0.71, -1.94, 5.38], [3.76, -3.28, 0.95], [0.32, -3.26, 5.53], [-4.03, 0.47, -2.43], [-2.00, 0.11, 4.02], [3.02, -4.25, -1.52], [1.79, 1.21, 1.08], [-3.52, -0.26, 1.79], [-0.91, 3.32, 1.07], [3.73, 0.76, -2.10], [-3.08, 0.44, -3.60], [-1.05, 0.98, -4.49], [4.58, -4.17, 0.29], [-2.48, 3.35, -0.60], [0.26, -4.08, 4.42], [2.55, -2.11, -3.45], [0.08, -3.65, 6.51], [-3.72, -1.10, -0.14], [0.52, -4.23, 2.31], [-0.43, 0.35, 2.59], [-4.28, -0.56, -2.16], [-4.52, -0.49, -4.88], [4.10, 3.49, 1.98], [2.54, 2.43, -1.51], [-0.03, -5.12, 4.54], [-0.70, 0.51, -6.54], [4.04, -2.92, 1.93], [0.80, 1.13, 0.57], [5.23, 1.43, 2.74], [-4.31, 1.73, 0.61], [4.86, -5.35, -1.47], [5.50, -4.50, 0.75], [0.77, -1.29, 6.25], [-5.27, -0.88, 0.72], [-0.36, 5.18, 1.97], [2.72, -4.63, -2.48], [1.39, -0.44, 4.04], [-2.98, -0.49, -6.83], [-4.39, 3.08, -1.49], [-1.77, 6.51, 0.37], [-0.09, 1.45, -4.35], [-5.18, -0.53, 3.12], [-3.20, 5.26, -1.24], [1.25, -3.06, -1.28], [1.89, 3.36, 0.93], [4.13, -0.75, 2.45], [-4.97, 0.96, -2.76], [-0.30, 2.73, 1.74], [-3.02, 2.73, -2.55], [-5.49, 1.07, -0.53], [0.39, 1.34, -2.05], [-3.81, -0.16, 5.16], [4.70, -0.99, -2.87], [-1.35, 0.23, 4.87]],
  "lumo_ev": [-2.76, -2.71],
  "s_squared": 12.71,
  "charge": 1,
  "spin_multiplicity": 7
}

Unit: kJ/mol. Relative energies: #1 0.0; #2 180.4.